P.
{"formula": "C2H4N2OS2", "method": "ωB97M-V with the def2-TZVPD basis set", "symbols": ["N", "C", "S", "C", "O", "N", "S", "H", "H", "H", "H"], "coordinates": [[2.097, 0.407, 0.833], [1.083, -0.086, 0.171], [1.011, -1.605, -0.424], [0.089, 1.051, -0.206], [0.512, 2.152, -0.470], [-1.215, 0.764, -0.289], [-2.153, -0.512, 0.274], [2.142, 1.406, 0.986], [2.934, -0.178, 0.892], [-1.716, 1.456, -0.819], [-2.386, -0.007, 1.505]], "mulliken_charge": [-0.35, 0.13, -0.30, 0.62, -0.58, -0.32, -0.09, 0.24, 0.23, 0.29, 0.14], "homo_lumo_gap_ev": 8.56, "e_homo_ev": -8.53}


Q.
{"formula": "C2H4N2OS2", "method": "ωB97M-V with the def2-TZVPD basis set", "symbols": ["C", "C", "N", "N", "O", "S", "S", "H", "H", "H", "H"], "coordinates": [[-1.143, 0.234, 0.027], [1.002, -0.612, 0.376], [-0.339, -0.774, 0.429], [1.669, 0.350, -0.301], [-3.473, 1.336, -0.472], [0.266, -2.217, -0.377], [-2.832, 0.129, 0.053], [-0.758, 1.169, 0.266], [1.687, -0.838, 1.234], [1.201, 0.877, -1.014], [2.719, 0.346, -0.223]], "mulliken_charge": [-0.24, -0.02, 0.00, -0.41, -0.51, -0.20, 0.31, 0.31, 0.34, 0.19, 0.23], "homo_lumo_gap_ev": [7.34, 7.34], "e_homo_ev": [-7.94, -7.94]}


R.
{"formula": "C2H4N2OS2", "method": "ωB97M-V with the def2-TZVPD basis set", "symbols": ["N", "C", "S", "C", "S", "N", "O", "H", "H", "H", "H"], "coordinates": [[1.752, -0.712, 0.342], [0.825, 0.035, -0.207], [1.005, 0.707, -1.790], [-0.364, 0.131, 0.531], [-0.707, 0.539, 2.147], [-1.431, -0.399, -0.066], [-1.267, -1.116, -1.237], [2.610, -1.122, -0.328], [1.605, -1.119, 1.338], [-2.248, 0.246, 0.191], [-1.613, -2.221, -0.883]], "mulliken_charge": [-0.43, 0.47, -0.28, -0.21, -0.29, -0.06, -0.40, 0.31, 0.26, 0.27, 0.38], "homo_lumo_gap_ev": 7.79, "e_homo_ev": -8.59}


Verdict on stability: R comes out at the bottom.


P.
{"formula": "C2H4N2OS2", "method": "ωB97M-V with the def2-TZVPD basis set", "symbols": ["N", "C", "O", "C", "S", "N", "S", "H", "H", "H", "H"], "coordinates": [[1.298, 1.380, -0.600], [0.328, 0.819, 0.137], [-0.533, 1.395, 0.738], [0.342, -0.711, 0.104], [1.755, -1.552, 0.106], [-0.858, -1.275, 0.048], [-2.402, -0.619, -0.281], [2.022, 0.773, -0.916], [1.511, 2.358, -0.503], [-0.809, -2.293, 0.155], [-2.653, -0.274, 1.014]], "mulliken_charge": [-0.37, 0.55, -0.55, 0.28, -0.37, -0.29, -0.10, 0.17, 0.25, 0.26, 0.17], "homo_lumo_gap_ev": 8.77, "e_homo_ev": -8.91}


Q.
{"formula": "C2H4N2OS2", "method": "ωB97M-V with the def2-TZVPD basis set", "symbols": ["N", "C", "O", "S", "N", "C", "S", "H", "H", "H", "H"], "coordinates": [[-2.350, -1.039, -0.039], [-1.340, -0.125, -0.022], [-1.531, 1.074, -0.017], [0.293, -0.892, 0.035], [1.128, 0.610, 0.019], [2.454, 0.641, 0.001], [3.450, -0.672, -0.025], [-2.191, -2.036, -0.007], [-3.276, -0.671, 0.025], [0.522, 1.438, 0.052], [2.840, 1.670, -0.023]], "mulliken_charge": [-0.39, 0.67, -0.62, -0.09, -0.14, -0.04, -0.37, 0.19, 0.24, 0.27, 0.29], "homo_lumo_gap_ev": 8.89, "e_homo_ev": -8.52}


R.
{"formula": "C2H4N2OS2", "method": "ωB97M-V with the def2-TZVPD basis set", "symbols": ["O", "N", "C", "N", "S", "C", "S", "H", "H", "H", "H"], "coordinates": [[-0.111, 1.117, 1.725], [-1.006, 1.438, 0.676], [-0.901, 0.601, -0.268], [-0.030, -0.501, -0.327], [-0.129, -1.744, 0.847], [0.748, -0.647, -1.473], [1.830, -1.783, -1.835], [-0.182, 1.924, 2.240], [-1.498, 0.791, -1.157], [0.766, -1.360, 1.765], [0.512, 0.164, -2.195]], "mulliken_charge": [-0.35, -0.39, 0.05, -0.04, -0.07, -0.10, -0.27, 0.36, 0.42, 0.15, 0.25], "homo_lumo_gap_ev": 8.97, "e_homo_ev": -8.81}


S.
{"formula": "C2H4N2OS2", "method": "ωB97M-V with the def2-TZVPD basis set", "symbols": ["O", "N", "C", "N", "S", "C", "S", "H", "H", "H", "H"], "coordinates": [[-0.841, -1.876, -1.616], [0.143, -2.176, -0.654], [0.543, -1.103, -0.108], [0.060, 0.166, -0.386], [0.920, 1.553, 0.049], [-0.015, 2.136, 1.397], [0.346, 3.461, 2.233], [-1.047, -2.734, -1.985], [1.299, -1.170, 0.656], [-0.545, 0.242, -1.209], [-0.861, 1.500, 1.621]], "mulliken_charge": [-0.42, -0.45, 0.15, -0.29, 0.03, -0.17, -0.21, 0.35, 0.36, 0.32, 0.32], "homo_lumo_gap_ev": 8.60, "e_homo_ev": -9.00}


Verdict on stability: R comes out at the bottom.


P.
{"formula": "C14H31Cl2N2PPrSe", "method": "ωB97M-V with the def2-TZVPD basis set", "symbols": ["Pr", "Cl", "Cl", "H", "H", "P", "C", "C", "C", "C", "H", "C", "H", "H", "H", "H", "H", "H", "H", "C", "C", "H", "H", "H", "H", "H", "H", "C", "H", "C", "H", "H", "H", "H", "H", "H", "C", "N", "C", "C", "N", "C", "C", "Se", "H", "H", "H", "H", "H", "H", "H", "H"], "coordinates": [[-0.647, -2.489, 0.326], [-2.206, -1.682, -1.618], [1.487, -1.640, 1.668], [0.712, -2.520, -1.179], [-1.211, -0.463, 1.092], [-0.373, 2.295, -1.105], [-2.076, 2.927, -1.231], [0.751, 3.290, -0.064], [0.203, 1.736, -2.737], [-2.904, 2.295, -0.105], [-2.446, 2.503, -2.186], [-2.154, 4.454, -1.286], [-1.794, 4.897, -0.346], [-3.208, 4.737, -1.415], [-1.592, 4.866, -2.131], [-2.870, 1.202, -0.181], [-3.939, 2.638, -0.201], [-2.526, 2.572, 0.887], [-0.664, 1.128, -3.066], [1.406, 0.783, -2.623], [0.409, 2.932, -3.683], [-0.546, 3.389, -3.965], [0.898, 2.588, -4.609], [1.056, 3.691, -3.228], [1.359, 0.177, -1.698], [2.359, 1.322, -2.675], [1.372, 0.076, -3.465], [0.244, 3.285, 1.400], [0.699, 4.325, -0.466], [2.212, 2.803, -0.120], [-0.693, 3.842, 1.517], [0.995, 3.771, 2.035], [0.091, 2.255, 1.742], [2.290, 1.772, 0.241], [2.813, 3.448, 0.529], [2.632, 2.873, -1.126], [-0.583, -3.942, 4.275], [0.231, -4.551, 3.246], [1.604, -4.707, 3.274], [1.995, -5.070, 2.030], [0.853, -5.160, 1.251], [0.834, -5.418, -0.178], [-0.250, -4.856, 2.010], [-2.032, -4.833, 1.493], [-0.507, -2.848, 4.260], [-0.259, -4.313, 5.247], [-1.627, -4.217, 4.092], [2.171, -4.521, 4.160], [2.971, -5.191, 1.604], [1.614, -4.830, -0.678], [0.993, -6.486, -0.405], [-0.146, -5.134, -0.609]], "mulliken_charge": [0.17, -0.58, -0.55, -0.12, -0.05, 0.16, 0.38, 0.50, 0.53, -1.21, 0.31, -1.46, 0.22, 0.48, 0.27, 0.18, 0.45, 0.22, 0.34, -1.42, -1.42, 0.29, 0.45, 0.24, 0.22, 0.30, 0.45, -1.45, 0.44, -1.52, 0.26, 0.45, 0.28, 0.26, 0.49, 0.28, -0.86, 0.31, -0.44, -0.44, 0.36, -0.88, -0.54, -0.23, 0.31, 0.34, 0.33, 0.44, 0.43, 0.40, 0.29, 0.37], "spin_multiplicity": 3, "homo_lumo_gap_ev": [5.41, 5.40], "total_charge": -1, "e_homo_ev": [-3.05, -3.04]}


Q.
{"formula": "C14H31Cl2N2PPrSe", "method": "ωB97M-V with the def2-TZVPD basis set", "symbols": ["Pr", "Cl", "Cl", "H", "H", "P", "C", "C", "C", "C", "H", "C", "H", "H", "H", "H", "H", "H", "H", "C", "C", "H", "H", "H", "H", "H", "H", "C", "H", "C", "H", "H", "H", "H", "H", "H", "C", "N", "C", "C", "N", "C", "C", "Se", "H", "H", "H", "H", "H", "H", "H", "H"], "coordinates": [[1.196, -0.104, 0.508], [-0.022, -2.402, 0.683], [0.876, 2.178, -0.786], [1.524, -0.763, -1.376], [-0.656, 0.634, 1.360], [-2.541, -0.501, -1.074], [-3.593, -1.323, 0.186], [-3.351, 1.018, -1.725], [-2.073, -1.708, -2.349], [-3.296, -0.845, 1.612], [-3.266, -2.375, 0.104], [-5.063, -1.187, -0.187], [-5.425, -0.168, 0.000], [-5.627, -1.880, 0.446], [-5.259, -1.445, -1.235], [-2.313, -1.193, 1.936], [-4.060, -1.259, 2.281], [-3.307, 0.246, 1.697], [-1.632, -2.512, -1.732], [-0.977, -1.223, -3.315], [-3.340, -2.197, -3.041], [-3.964, -2.787, -2.361], [-3.061, -2.834, -3.887], [-3.940, -1.360, -3.426], [-0.438, -0.341, -2.952], [-1.390, -1.021, -4.311], [-0.223, -2.014, -3.417], [-3.445, 2.048, -0.590], [-4.346, 0.648, -2.019], [-2.607, 1.591, -2.931], [-4.195, 1.771, 0.162], [-3.740, 3.009, -1.027], [-2.474, 2.177, -0.086], [-1.574, 1.864, -2.671], [-3.136, 2.501, -3.235], [-2.593, 0.903, -3.784], [3.102, 2.965, 2.807], [3.807, 2.316, 1.703], [4.616, 2.940, 0.782], [4.967, 1.993, -0.142], [4.353, 0.806, 0.222], [4.389, -0.421, -0.547], [3.711, 0.985, 1.436], [3.136, -0.349, 2.618], [2.049, 3.125, 2.552], [3.589, 3.927, 2.992], [3.165, 2.327, 3.687], [4.890, 3.971, 0.859], [5.598, 2.052, -1.012], [4.036, -0.228, -1.565], [5.405, -0.834, -0.578], [3.732, -1.167, -0.083]], "mulliken_charge": [0.06, -0.55, -0.58, -0.09, -0.03, -0.07, 0.63, 0.64, 0.75, -1.32, 0.40, -1.66, 0.24, 0.48, 0.32, 0.18, 0.45, 0.24, 0.40, -1.42, -1.62, 0.28, 0.50, 0.25, 0.20, 0.41, 0.36, -1.40, 0.45, -1.53, 0.25, 0.46, 0.17, 0.13, 0.51, 0.29, -0.83, 0.32, -0.37, -0.50, 0.40, -0.91, -0.55, -0.21, 0.28, 0.31, 0.35, 0.42, 0.45, 0.41, 0.32, 0.34], "spin_multiplicity": 3, "homo_lumo_gap_ev": [5.22, 5.20], "total_charge": -1, "e_homo_ev": [-2.89, -2.87]}


Verdict on stability: P comes out at the bottom.


P.
{"formula": "C5H14N", "method": "ωB97M-V with the def2-TZVPD basis set", "symbols": ["C", "C", "C", "C", "H", "H", "H", "H", "H", "H", "H", "H", "H", "H", "C", "N", "H", "H", "H", "H"], "coordinates": [[-0.610, -2.429, -1.340], [-0.482, -0.996, -1.824], [-0.255, -0.011, -0.677], [-0.164, 1.444, -1.128], [0.194, -2.670, -0.643], [-0.518, -3.141, -2.157], [-1.548, -2.588, -0.816], [-1.386, -0.687, -2.355], [0.323, -0.875, -2.552], [0.684, -0.333, -0.220], [-1.063, -0.128, 0.053], [0.669, 1.594, -1.810], [-0.033, 2.116, -0.281], [-1.070, 1.759, -1.636], [1.024, 0.719, 2.458], [0.743, 1.604, 3.328], [1.539, -0.171, 2.802], [0.778, 0.885, 1.413], [0.251, 2.460, 3.069], [0.923, 1.449, 4.316]], "mulliken_charge": [-1.22, -0.52, -0.31, -1.20, 0.30, 0.36, 0.31, 0.36, 0.36, 0.27, 0.36, 0.31, 0.32, 0.37, 0.31, -0.15, 0.33, -0.15, 0.30, 0.29], "homo_lumo_gap_ev": 8.52, "total_charge": 1, "e_homo_ev": -14.33}


Q.
{"formula": "C5H14N", "method": "ωB97M-V with the def2-TZVPD basis set", "symbols": ["C", "C", "C", "C", "C", "N", "H", "H", "H", "H", "H", "H", "H", "H", "H", "H", "H", "H", "H", "H"], "coordinates": [[-1.889, 0.549, -0.521], [-0.709, 0.567, -1.532], [0.552, -0.087, -0.903], [0.883, 0.571, 0.522], [2.114, -0.218, 1.218], [-2.054, -0.564, 0.342], [-1.888, 1.542, 0.162], [-2.901, 0.703, -1.084], [-0.486, 1.658, -1.846], [-0.957, 0.023, -2.459], [1.502, 0.108, -1.425], [0.244, -1.233, -0.642], [0.110, 0.620, 1.312], [1.189, 1.680, 0.459], [3.028, -0.235, 0.684], [2.238, 0.022, 2.252], [1.786, -1.370, 1.205], [-2.614, -1.325, 0.033], [1.534, -2.347, 0.966], [-1.681, -0.664, 1.256]], "mulliken_charge": [-0.54, -0.68, -0.39, -0.50, -0.42, -0.35, 0.24, 0.34, 0.31, 0.35, 0.35, 0.25, 0.34, 0.34, 0.41, 0.39, -0.42, 0.17, 0.67, 0.14], "homo_lumo_gap_ev": 3.90, "total_charge": 1, "e_homo_ev": -12.30}


R.
{"formula": "C5H14N", "method": "ωB97M-V with the def2-TZVPD basis set", "symbols": ["C", "C", "C", "C", "C", "N", "H", "H", "H", "H", "H", "H", "H", "H", "H", "H", "H", "H", "H", "H"], "coordinates": [[0.014, -0.939, -2.205], [-0.061, 0.010, -0.986], [0.017, -0.950, 0.408], [0.551, -0.291, 1.672], [-0.507, 0.407, 2.490], [0.805, 0.981, -0.902], [1.040, -1.296, -2.373], [-0.130, -0.313, -3.081], [-0.682, -1.764, -2.150], [-1.091, 0.412, -0.913], [-0.981, -1.342, 0.563], [0.638, -1.800, 0.095], [0.953, -1.112, 2.257], [1.381, 0.378, 1.453], [-1.346, -0.247, 2.746], [-0.158, 0.896, 3.393], [-0.988, 1.194, 1.898], [-2.823, 3.697, -2.377], [1.715, 0.599, -1.219], [-3.120, 4.381, -2.413]], "mulliken_charge": [-1.42, 0.37, -0.68, -0.28, -1.23, -0.19, 0.43, 0.41, 0.39, 0.38, 0.40, 0.42, 0.29, 0.34, 0.35, 0.36, 0.31, -0.16, 0.35, 0.16], "homo_lumo_gap_ev": 7.58, "total_charge": 1, "e_homo_ev": -16.04}


Verdict on stability: Q comes out at the bottom.


P.
{"formula": "C3H4O2S2", "method": "ωB97M-V with the def2-TZVPD basis set", "symbols": ["O", "C", "C", "S", "C", "O", "S", "H", "H", "H", "H"], "coordinates": [[3.599, 0.859, 0.678], [2.856, 0.019, 0.357], [1.989, -0.915, 0.259], [0.620, -1.029, -0.851], [-0.468, 0.217, -0.164], [-0.470, 0.001, 1.205], [0.094, 1.890, -0.476], [2.052, -1.879, 0.810], [-1.375, -0.007, -0.694], [-0.640, -0.907, 1.417], [1.144, 1.641, 0.154]], "mulliken_charge": [-0.37, 0.91, -0.79, -0.05, -0.12, -0.45, -0.08, 0.32, 0.29, 0.35, 0.00], "homo_lumo_gap_ev": 8.98, "e_homo_ev": -8.90}


Q.
{"formula": "C3H4O2S2", "method": "ωB97M-V with the def2-TZVPD basis set", "symbols": ["O", "C", "S", "S", "H", "H", "C", "C", "O", "H", "H"], "coordinates": [[-0.184, -0.947, 1.500], [-0.510, -0.985, 0.325], [0.288, -1.829, -0.944], [-2.163, -0.419, -0.201], [-0.641, -1.744, -1.946], [-2.616, 0.246, 1.024], [0.651, 1.248, 0.136], [1.824, 0.867, -0.294], [2.842, 0.351, -0.476], [0.550, 1.198, 1.133], [-0.043, 2.012, -0.258]], "mulliken_charge": [-0.51, 0.59, -0.18, -0.27, 0.15, 0.18, -1.24, 0.94, -0.36, 0.40, 0.29], "homo_lumo_gap_ev": 9.58, "e_homo_ev": -9.23}


Verdict on stability: Q comes out at the bottom.